No. 1
# C3H12BNOPV

A molecular structure, C3H12BNOPV (ωB97M-V with the def2-TZVPD basis set, the Open Molecules 2025 dataset).

Atoms and positions in Å:
H1 -2.69488 -0.15699 1.18414
N1 -3.10506 0.99893 -1.04870
H2 3.93532 1.05090 -0.99709
O1 2.08639 -0.11358 -0.53166
H3 -1.52907 -2.47236 -0.29108
H4 -0.56429 -1.85586 1.29992
H5 -3.13457 2.06012 -1.05487
H6 -0.56263 -0.49750 -1.69649
B1 -0.52878 -0.40770 -0.51481
C1 3.16241 0.84225 -0.11486
H7 0.35074 -2.60704 -0.25923
V1 -1.83457 -2.40457 1.87043
H8 0.74904 0.81411 0.99746
H9 2.61632 1.82933 0.24643
H10 -1.58746 1.87028 0.74446
P1 -2.05572 0.61696 0.14053
C2 0.80024 0.48638 -0.14432
C3 -0.54960 -1.92538 0.11726
H11 0.70071 1.50699 -0.75516
H12 3.74545 0.36473 0.80765

HOMO energy	-16.39	eV
E_LUMO	-0.47111	Ha
gap between HOMO and LUMO	3.57	eV
charge	+2


No. 2
# C3H12ClN2PSSi

A molecular structure, C3H12ClN2PSSi (ωB97M-V with the def2-TZVPD basis set, the Open Molecules 2025 dataset).

Atoms and positions in Å:
H1 -1.38176 2.12521 0.66904
H2 1.33226 0.78031 -2.48253
H3 0.02332 1.36731 -3.04263
Cl1 2.00663 -1.84081 -1.23046
H4 -1.31913 -3.05332 -2.18460
Si1 -0.01192 0.11770 0.68707
H5 2.41295 0.90931 0.65160
P1 0.08140 -1.17454 -1.18231
C1 -0.06899 -0.97276 2.24811
C2 1.43395 1.32085 0.85318
H6 1.20812 2.30715 0.29208
H7 -2.39820 0.74700 0.81059
H8 1.62719 1.49105 1.85805
H9 -1.09195 -1.62475 2.26129
S1 -0.87795 -2.97950 -0.79781
H10 -0.11551 -0.36709 3.14043
H11 0.71193 -1.55605 2.44316
N1 0.37734 0.92493 -2.18978
N2 -0.52645 -0.77560 -2.57848
H12 -1.83773 1.08886 -0.62825
C3 -1.58551 1.16474 0.40226

HOMO energy	-9.24	eV
E_LUMO	0.01115	Ha
gap between HOMO and LUMO	9.54	eV
charge	0


No. 3
# C3H12ClN3Si

A single C3H12ClN3Si molecule (ωB97M-V with the def2-TZVPD basis set, the Open Molecules 2025 dataset).

Atoms and positions in Å:
N1 0.49692 1.19717 1.09707
C1 -2.25090 0.93402 -1.69481
H1 -2.41307 0.27908 -0.76904
H2 1.47259 0.25079 2.86046
H3 -2.42311 0.41732 -2.71473
H4 2.33781 1.69760 2.27142
H5 -0.52765 -1.79194 -0.96665
N2 -0.87445 1.37094 -1.47409
H6 -2.82862 1.83144 -1.81143
H7 1.14398 -2.84535 0.45189
Si1 0.05370 0.42436 -0.33559
H8 0.71360 -1.50125 1.61675
H9 -0.12509 1.51093 1.79689
C2 0.37468 -2.17802 0.93221
H10 -0.27769 -2.90180 1.30130
H11 -0.38715 1.95309 -2.11136
H12 2.29400 0.27201 1.21828
C3 1.68816 0.84894 1.87517
Cl1 2.15379 -0.05774 -1.79746
N3 -0.20038 -1.28045 -0.06665

HOMO energy	-9.00	eV
structure (SMILES)	CN[Si](Cl)(NC)NC
E_LUMO	0.02166	Ha
gap between HOMO and LUMO	9.59	eV
charge	0


No. 4
# C3H12FeO11S2

A molecular structure, C3H12FeO11S2 (ωB97M-V with the def2-TZVPD basis set, the Open Molecules 2025 dataset).

Atoms and positions in Å:
H1 -2.88176 1.29871 1.15095
O1 1.35036 0.37652 1.40537
H2 0.67734 1.95192 2.52565
O2 2.37125 0.70373 -3.34843
H3 -2.18147 -2.29472 -0.24354
H4 2.38148 2.10867 2.11920
O3 3.18882 2.14670 -1.57372
C1 -1.82512 1.51262 1.31502
O4 0.64790 -1.96013 -1.41467
O5 0.37876 -1.40778 -3.70279
O6 -1.07239 1.06806 0.18783
O7 -0.92855 -0.56972 -1.82891
S1 -0.34688 -1.78475 -2.49800
H5 -1.42214 -3.51828 0.68903
O8 0.84127 1.37326 -1.56583
H6 -1.66510 2.56821 1.54365
H7 -0.22754 -1.77194 1.78755
O9 -0.57952 -1.60826 0.90905
H8 -2.42274 -2.36814 1.52744
H9 -1.16628 1.74295 -0.50223
H10 1.15017 2.38084 0.88356
H11 1.72711 -0.08952 2.15668
C2 -1.69469 -2.45756 0.71454
S2 2.25095 1.10545 -1.96859
H12 -1.44666 0.95179 2.17044
C3 1.41844 1.77086 1.73979
O10 -1.28989 -2.86919 -2.69289
O11 2.31105 -0.08462 -1.05702
Fe1 0.45582 -0.27567 -0.42915

<S²>	8.76
HOMO energy (alpha / beta)	-4.93 / -4.86	eV
E_LUMO (alpha / beta)	0.06359 / 0.06344	Ha
gap between HOMO and LUMO (alpha / beta)	6.66 / 6.58	eV
charge	-1
2S+1	6


No. 5
# C3H12IN6O3

4 unconnected molecules or ions with the total composition C3H12IN6O3 (ωB97M-V with the def2-TZVPD basis set, the Open Molecules 2025 dataset).

Atoms and positions in Å:
H1 -3.91994 2.82958 -1.87789
H2 -3.32968 1.76436 -0.66188
N1 0.11354 -2.91229 -0.06300
H3 3.62633 -0.55367 -2.08107
N2 2.36687 0.39136 0.68990
H4 -0.76451 -3.37965 -0.19346
N3 -3.84249 2.60014 -0.90617
N4 2.31800 -3.11022 0.59191
N5 -3.92733 3.15935 1.32606
C1 3.35062 -0.00829 -0.16926
O1 -4.87211 4.50941 -0.23912
H5 3.07092 -3.69609 0.89478
O2 4.53129 -0.09667 0.17195
H6 2.43093 -2.11521 0.51419
H7 2.65360 0.82788 1.54580
H8 -3.20515 2.48181 1.50003
N6 2.90484 -0.35847 -1.41535
H9 -4.05819 3.92472 1.96135
O3 1.00460 -4.95271 0.35384
C2 -4.25137 3.48778 0.03140
H10 1.40294 0.49148 0.37518
C3 1.13905 -3.73504 0.30190
I1 -0.78665 0.59798 -0.91305
H11 1.92479 -0.24351 -1.62645
H12 0.11910 -1.90404 -0.11161

HOMO energy	-5.40	eV
E_LUMO	0.11614	Ha
gap between HOMO and LUMO	8.56	eV
charge	-1


No. 6
# C3H12N

2 unconnected molecules or ions with the total composition C3H12N (ωB97M-V with the def2-TZVPD basis set, the Open Molecules 2025 dataset).

Atoms and positions in Å:
H1 -1.25043 1.77654 -1.73471
H2 -1.68554 -1.30014 1.95094
H3 -0.20970 -1.98581 0.10271
C1 1.11472 -0.19895 0.29234
N1 -0.31360 1.44373 -1.88887
H4 -0.86594 -0.40899 -0.43495
H5 0.14909 1.81877 -2.74847
C2 -0.67593 -1.01420 1.91339
H6 -0.39496 0.52182 -2.21380
H7 1.97725 -0.58864 0.86814
H8 0.94907 0.81723 0.51463
H9 1.56448 -0.40764 -0.66430
H10 -0.47957 0.13264 2.18258
C3 -0.23700 -0.93070 0.39700
H11 0.27862 1.73066 -1.00467
H12 0.07944 -1.40632 2.46803

HOMO energy	-14.55	eV
E_LUMO	-0.16056	Ha
gap between HOMO and LUMO	10.18	eV
charge	+1